Record 1
The following is a DFT calculation (ωB97M-V/def2-TZVPD) of an isolated molecule of C2H5ClOS.

Atoms and positions in Å:
1 C -0.72944 -0.53167 0.57076
2 C 0.67496 0.22598 -0.17995
3 O 0.41538 0.52240 -1.45997
4 S 1.93567 -1.12117 0.10795
5 Cl -2.10379 -0.54408 -0.57785
6 H -1.18860 0.10312 1.32145
7 H -0.38273 -1.55442 0.91867
8 H 1.01668 1.06366 0.58774
9 H -0.12533 -0.16901 -1.86286
10 H 1.14045 -2.03305 -0.20942

Computed properties:
**HOMO energy**: -0.3505 Eh
**Lowest unoccupied orbital energy**: 0.8 eV
**HOMO-LUMO gap**: 10.29 eV
**ΔE to the lowest compared entry with this formula, charge and spin**: 1.1553 eV
**Net charge**: 0

natural (NBO) population analysis, charges in e, atoms 1 to 5: -0.4254 0.0146 -0.6919 -0.0568 -0.0747


Record 2
The following is a DFT calculation (ωB97M-V/def2-TZVPD) of a structure of composition C16H53AsF6N3O11.

Atoms and positions in Å:
1 As 7.48041 -15.81490 19.74648
2 F 8.65445 -16.97622 20.52231
3 F 8.70778 -14.52191 19.94558
4 F 6.27075 -14.65994 18.93910
5 F 6.36316 -17.13630 19.70517
6 F 6.81175 -15.35043 21.35998
7 F 8.19015 -16.25974 18.17622
8 C 6.73873 -12.65898 25.21340
9 C 6.96304 -13.03823 23.75974
10 C 6.14271 -12.26253 22.67927
11 O 4.77085 -12.67460 22.53869
12 C 4.49149 -13.77744 21.66863
13 N 8.44980 -12.76778 23.57506
14 H 7.34069 -11.86098 25.64809
15 H 6.89418 -13.61407 25.71511
16 H 5.68331 -12.46392 25.40349
17 H 6.81493 -14.08410 23.49081
18 H 6.70350 -12.37052 21.75085
19 H 6.15241 -11.19466 22.89753
20 H 4.36241 -13.50465 20.62125
21 H 3.50265 -14.13207 21.95942
22 H 5.29680 -14.51160 21.69263
23 H 8.80915 -12.99153 22.65805
24 H 8.56911 -11.76493 23.58678
25 C 12.02297 -11.94349 14.80425
26 C 11.30764 -13.13698 15.53373
27 C 10.05728 -12.62681 16.26419
28 O 9.33884 -13.75790 16.81124
29 C 8.37354 -13.62854 17.83668
30 N 11.15546 -14.26099 14.56176
31 H 11.33825 -11.37083 14.17869
32 H 12.89983 -12.28034 14.25130
33 H 12.29082 -11.19153 15.54648
34 H 11.90506 -13.52249 16.35991
35 H 9.47216 -11.87506 15.73447
36 H 10.33845 -11.95043 17.07138
37 H 8.91469 -13.62739 18.78286
38 H 7.94614 -14.63121 17.82693
39 H 7.75351 -12.74504 17.68472
40 H 12.09512 -14.54080 14.31919
41 H 10.77770 -15.09171 14.99453
42 C 10.93587 -17.10099 16.92528
43 C 11.63395 -16.49202 18.21426
44 C 10.66810 -15.67146 19.09532
45 O 11.22211 -15.28699 20.34939
46 C 10.40408 -14.28968 21.00143
47 N 12.36176 -17.54171 18.90585
48 H 10.43599 -16.30796 16.36912
49 H 10.15825 -17.81566 17.19482
50 H 11.60840 -17.78671 16.40993
51 H 12.45019 -15.88030 17.83000
52 H 9.74021 -16.23601 19.18680
53 H 10.49120 -14.82647 18.42988
54 H 10.22698 -13.57479 20.19790
55 H 11.00347 -13.72858 21.71837
56 H 9.53754 -14.74504 21.48085
57 H 12.86369 -17.08089 19.65138
58 H 13.05288 -18.04773 18.37066
59 C 7.09348 -18.10339 23.58513
60 C 7.43753 -16.66937 23.20332
61 O 6.35165 -15.81668 23.46988
62 O 6.14961 -18.68871 22.69336
63 H 6.85209 -18.36847 24.61447
64 H 7.94123 -18.74568 23.34661
65 H 7.67063 -16.66353 22.13855
66 H 8.40154 -16.35333 23.60195
67 H 5.85678 -15.60061 22.67613
68 H 5.59991 -18.02018 22.27801
69 C 8.69825 -11.03270 20.78162
70 C 9.09377 -12.38134 20.13592
71 O 8.01340 -12.85804 19.35745
72 O 9.02044 -11.01541 22.17489
73 H 7.64064 -10.77302 20.73557
74 H 9.14177 -10.25985 20.15387
75 H 9.29204 -13.09395 20.93652
76 H 10.07219 -12.43787 19.65882
77 H 8.01084 -13.80964 19.23076
78 H 9.25419 -10.11627 22.41672
79 O 7.82690 -18.30286 17.35308
80 H 8.59058 -17.80427 17.64367
81 H 7.07873 -17.83031 17.71798
82 O 5.88421 -12.82081 18.85014
83 H 6.61872 -12.50180 19.37450
84 H 6.01361 -13.76825 18.80719
85 O 9.91430 -18.21287 19.67449
86 H 9.11774 -17.76251 19.95540
87 H 10.50799 -17.50930 19.41228
88 O 5.16744 -16.38855 21.43447
89 H 4.35600 -15.98452 21.12696
90 H 5.80983 -16.18417 20.75492

Computed properties:
**HOMO energy**: -0.1994 Eh
**Lowest unoccupied orbital energy**: 0.6 eV
**HOMO-LUMO gap**: 6.00 eV
**ΔE to the lowest compared entry with this formula, charge and spin**: 29.5188 eV
**Net charge**: -1

Mulliken population analysis, charges in e, atoms 1 to 5: 2.6076 -0.9530 2.0090 -1.0019 -0.4477


Record 3
The following is a DFT calculation (ωB97M-V/def2-TZVPD) of a cluster of 2 separate species, C9H19N2 in total.

Atoms and positions in Å:
1 C 0.77257 -0.81633 -2.52164
2 C 0.63651 0.25093 -1.50415
3 C -2.64723 -2.75001 -0.85016
4 C 1.30675 1.75246 1.15699
5 C 1.79128 -0.70463 1.52757
6 C -0.37112 0.28561 2.31276
7 C -1.95569 0.49649 -1.46032
8 C 0.15541 -0.12770 -0.05007
9 C 0.75905 0.32941 1.25005
10 N -3.53206 -3.46381 -0.61470
11 N -0.60506 0.76427 -0.97495
12 H 1.76585 -1.15048 -2.65947
13 H 0.72711 -0.48559 -3.56323
14 H 1.27364 1.19783 -1.67124
15 H 0.18407 -1.69015 -2.50328
16 H 0.75114 2.60765 1.61663
17 H 1.46169 2.09297 0.07949
18 H 2.22956 1.71589 1.71371
19 H 1.48614 -1.69842 1.22099
20 H 2.06544 -0.78408 2.55072
21 H 2.74008 -0.43387 0.98310
22 H -0.49192 -0.75302 2.73075
23 H -0.14358 1.05084 3.13797
24 H -1.39115 0.56021 1.92297
25 H -1.95081 -0.45857 -1.93399
26 H -2.57313 0.28560 -0.45631
27 H -2.21524 1.32747 -2.05765
28 H -0.11703 -1.14502 -0.25819
29 H -4.20026 -4.19994 -0.45803
30 H -0.46545 1.78930 -0.61483

Computed properties:
**HOMO energy**: -0.5274 Eh
**Lowest unoccupied orbital energy**: -2.6 eV
**HOMO-LUMO gap**: 11.71 eV
**ΔE to the lowest compared entry with this formula, charge and spin**: 4.0662 eV
**Net charge**: +1

natural (NBO) population analysis, charges in e, atoms 1 to 5: -0.6879 -0.0336 0.2299 -0.6272 -0.6001


Record 4
The following is a DFT calculation (ωB97M-V/def2-TZVPD) of a structure of composition C30H17N10O6RuS2Se.

Atoms and positions in Å:
1 Ru 1.38283 -1.68828 1.19745
2 S 1.74687 -1.71261 3.81055
3 C 3.35347 -1.75838 3.32796
4 S 3.60362 -1.83530 1.60655
5 C 4.49245 -1.68299 4.18934
6 C 4.60419 -2.53837 5.30489
7 N 4.72016 -3.23682 6.21956
8 C 5.48878 -0.72617 3.90827
9 N 6.25621 0.10685 3.66950
10 Se 1.55170 -1.75929 -1.42368
11 C 1.69993 -1.78636 -3.31740
12 C 2.24403 -0.69476 -3.99461
13 C 2.36211 -0.72912 -5.37543
14 C 1.91743 -1.83609 -6.08622
15 C 1.35942 -2.91580 -5.41388
16 C 1.25765 -2.89963 -4.03168
17 H 2.56219 0.17610 -3.43661
18 H 2.78818 0.11887 -5.89665
19 H 2.00189 -1.85585 -7.16571
20 H 1.00889 -3.77909 -5.96558
21 H 0.83586 -3.74161 -3.49880
22 O -1.35284 -2.31560 -0.65497
23 C -1.54616 -1.85773 0.46069
24 O -0.67675 -1.49084 1.32961
25 C -2.97695 -1.64503 0.92654
26 C -3.25780 -1.02637 2.13733
27 C -4.58136 -0.84804 2.49645
28 C -5.64226 -1.25509 1.71316
29 C -5.31578 -1.86809 0.51901
30 C -4.01337 -2.07029 0.10526
31 N -6.42371 -2.32113 -0.35051
32 O -6.13561 -2.86374 -1.39509
33 O -7.55947 -2.12235 0.03637
34 N -4.89247 -0.18880 3.78590
35 O -3.96318 0.18776 4.46309
36 O -6.06580 -0.06985 4.08554
37 H -2.45033 -0.69888 2.77552
38 H -6.66408 -1.10371 2.01810
39 H -3.78019 -2.54562 -0.83613
40 C 2.13604 2.59052 1.88297
41 C 2.25813 1.21335 1.87887
42 N 1.41199 0.45446 1.15277
43 C 0.47185 1.05427 0.42149
44 C 0.27744 2.44383 0.34706
45 C 1.15587 3.21541 1.14027
46 C -0.81368 2.93924 -0.43625
47 C -1.03043 4.18893 -1.00432
48 C -0.16039 5.27037 -1.25434
49 C -0.65932 6.49359 -1.79601
50 C 0.21710 7.49456 -2.08465
51 N 1.55575 7.39868 -1.88206
52 C 1.92667 6.22839 -1.36552
53 N 1.19187 5.18100 -1.04173
54 H 2.82269 3.16559 2.48989
55 H 3.02436 0.70468 2.44135
56 H -0.16637 0.40394 -0.16128
57 H 1.05279 4.28851 1.15780
58 H -1.62505 2.22717 -0.56423
59 H -2.03558 4.34199 -1.38949
60 H -1.72158 6.61784 -1.97082
61 H -0.13823 8.43479 -2.49798
62 H 2.99494 6.11572 -1.18400
63 N 1.60068 -7.91917 -0.06423
64 C 1.26614 -7.02841 0.59676
65 N 0.83464 -6.09620 1.42213
66 C 1.04310 -4.85232 1.27613
67 N 1.16884 -3.69264 1.24576

Computed properties:
**HOMO energy (spin up / spin down)**: -0.0354 / -0.1277 Eh
**⟨S²⟩**: 8.8199
**Multiplicity**: 6
**Lowest unoccupied orbital energy (spin up / spin down)**: 2.4 / 1.9 eV
**HOMO-LUMO gap (spin up / spin down)**: 3.32 / 5.37 eV
**ΔE to the lowest compared entry with this formula, charge and spin**: 1.0224 eV
**Net charge**: -2

natural (NBO) population analysis, charges in e, atoms 1 to 5: 0.8725 -0.0262 -0.2245 0.1053 -0.5266


Record 5
The following is a DFT calculation (ωB97M-V/def2-TZVPD) of a cluster of 2 separate species, CH7N2O2 in total.

Atoms and positions in Å:
1 C -1.02994 -0.71694 0.19709
2 N -0.94450 1.51160 -0.30008
3 N 2.05693 -0.15241 0.03526
4 O -1.64734 -1.83170 0.37954
5 O -1.58537 0.38077 -0.20305
6 H 0.13248 -0.72203 0.43041
7 H 0.01001 1.62195 -0.09046
8 H -1.47057 2.23700 -0.76896
9 H 2.04689 -1.15176 0.16871
10 H 2.66620 0.23326 -0.77130
11 H 2.26189 0.40814 0.89905
12 H -2.49668 -1.81788 0.02381

Computed properties:
**HOMO energy**: -0.5328 Eh
**Lowest unoccupied orbital energy**: -4.7 eV
**HOMO-LUMO gap**: 9.78 eV
**ΔE to the lowest compared entry with this formula, charge and spin**: 5.1296 eV
**Net charge**: +1

natural (NBO) population analysis, charges in e, atoms 1 to 5: 0.6420 -0.4962 -1.1530 -0.5491 -0.2220


Record 6
The following is a DFT calculation (ωB97M-V/def2-TZVPD) of a cluster of 6 separate species, C4H18BrO5 in total.

Atoms and positions in Å:
1 Br -1.84160 -1.02277 -0.97674
2 C -0.13166 1.83284 2.72160
3 C 0.45925 0.41704 2.91737
4 O -0.33858 -0.56107 2.29361
5 H -1.03100 1.91448 3.33247
6 H -0.40809 1.97793 1.67569
7 H 0.57154 2.62184 3.00552
8 H 0.49854 0.26605 3.99739
9 H 1.46799 0.37011 2.47743
10 H -0.41375 -0.34355 1.35431
11 C 2.59004 2.20152 -1.16376
12 C 1.66092 1.01283 -1.05397
13 O 0.41340 1.39216 -1.66712
14 H 2.91273 2.40401 -2.18508
15 H 3.43859 2.02080 -0.50041
16 H 2.02435 3.09252 -0.88411
17 H 1.60222 0.65752 -0.01880
18 H 1.96872 0.14184 -1.65052
19 H -0.24693 0.70185 -1.44187
20 O -3.01407 -4.12432 0.16874
21 H -3.97546 -4.09606 0.19770
22 H -2.78727 -3.71900 -0.68183
23 O -1.83073 0.36945 -4.33791
24 H -2.14600 0.11985 -3.45281
25 H -1.52553 1.27585 -4.23003
26 O 0.02791 -3.88999 0.34528
27 H -0.68920 -3.30588 0.03464
28 H 0.74368 -3.72783 -0.27682

Computed properties:
**HOMO energy**: -0.1903 Eh
**Lowest unoccupied orbital energy**: 3.3 eV
**HOMO-LUMO gap**: 8.50 eV
**ΔE to the lowest compared entry with this formula, charge and spin**: 0.5695 eV
**Net charge**: -1

natural (NBO) population analysis, charges in e, atoms 1 to 5: -0.9378 -0.6371 -0.0512 -0.7200 0.2009


Look up the ΔE to the lowest compared entry with this formula, charge and spin of the fourth one. 1.0224 eV


The lowest net charge belongs to which entry? C30H17N10O6RuS2Se


ΔE to the lowest compared entry with this formula, charge and spin of number 4 (C30H17N10O6RuS2Se)? 1.0224 eV